Below is C65H72BrCl3N7OP3RbSi as an isolated structure in a non-equilibrium geometry, with properties calculated with ωB97M-V with the def2-TZVPD basis set.

```
154
C65H72BrCl3N7OP3RbSi ωB97M-V with the def2-TZVPD basis set
Rb 0.43705 -0.21544 -1.02697
C -0.20063 5.87775 0.56000
C 1.13924 5.23834 0.18730
C 2.06606 6.24351 -0.49130
P 0.88011 3.57041 -0.65102
C -0.18010 3.94140 -2.16224
C -0.11267 5.25859 -2.93441
C -0.03084 2.77272 -3.13774
C 2.56257 3.21847 -1.28657
C 3.11081 3.82337 -2.41289
C 4.35044 3.43530 -2.89675
C 5.05732 2.42852 -2.25958
C 4.52871 1.82522 -1.13071
C 3.29270 2.21750 -0.61738
Si 2.56336 1.35536 0.89765
C 2.24756 2.69380 2.22383
C 3.20803 3.67757 2.46026
C 3.07568 4.57647 3.50607
C 1.96873 4.49308 4.33862
C 0.97933 3.55529 4.08481
C 1.09028 2.66629 3.01457
P -0.20224 1.47052 2.47386
C -1.70227 2.57020 2.18262
C -2.92418 1.67976 1.93365
C -2.05047 3.71200 3.13352
C -0.53295 0.46568 4.03124
C -1.21118 -0.84128 3.59501
C -1.28738 1.06491 5.21540
C 4.03724 0.37389 1.65458
C 5.21042 1.03230 2.03225
C 6.28046 0.35003 2.58427
C 6.19917 -1.02263 2.77189
C 5.05366 -1.69798 2.39076
C 3.97410 -1.01233 1.82879
P 2.43006 -1.86113 1.32898
C 2.26829 -3.10210 2.72305
C 1.06063 -3.98805 2.44519
C 2.13198 -2.37429 4.05899
C 3.01586 -2.96044 -0.07622
C 4.00685 -4.08002 0.23006
C 3.56211 -2.08295 -1.20471
H -0.04718 6.65128 1.31641
H -0.88817 5.13600 0.96869
H -0.67824 6.34373 -0.30196
H 1.62174 4.94304 1.12005
H 1.65219 6.61404 -1.42799
H 3.04014 5.80317 -0.69656
H 2.21239 7.09897 0.17477
H -1.18497 3.87838 -1.71936
H 0.82636 5.36626 -3.47419
H -0.26164 6.13004 -2.30004
H -0.91041 5.25439 -3.68162
H 0.87153 2.88267 -3.73887
H -0.88686 2.73652 -3.81560
H 0.02417 1.82522 -2.60673
H 2.56550 4.58641 -2.94584
H 4.74175 3.89951 -3.79095
H 6.01219 2.10178 -2.65245
H 5.08429 1.03481 -0.64062
H 4.05975 3.76228 1.79497
H 3.83278 5.33233 3.67525
H 1.86627 5.17344 5.17527
H 0.12241 3.52240 4.74095
H -1.42203 3.01712 1.21997
H -3.34032 1.30855 2.87178
H -2.66435 0.82463 1.30471
H -3.70949 2.25083 1.43274
H -2.30295 3.35641 4.13165
H -2.92189 4.24379 2.74054
H -1.23553 4.42808 3.20950
H 0.48581 0.23178 4.36209
H -2.26875 -0.67824 3.38179
H -1.14190 -1.59699 4.38119
H -0.74730 -1.23969 2.69076
H -2.30857 1.33042 4.94275
H -0.78639 1.94140 5.62173
H -1.34233 0.31962 6.01333
H 5.29493 2.10221 1.89809
H 7.17645 0.88577 2.87302
H 7.02368 -1.56553 3.21733
H 4.99318 -2.76469 2.55695
H 3.15491 -3.73762 2.76821
H 0.15419 -3.39377 2.30503
H 0.88523 -4.68410 3.26892
H 1.21994 -4.57793 1.54399
H 1.23556 -1.75481 4.06391
H 2.99299 -1.73333 4.25341
H 2.05048 -3.09581 4.87522
H 2.08871 -3.42443 -0.42420
H 4.98512 -3.68143 0.50140
H 4.12768 -4.68320 -0.67288
H 3.65311 -4.74258 1.02017
H 4.51087 -1.62869 -0.90908
H 2.86771 -1.29248 -1.48019
H 3.73951 -2.68894 -2.09517
Br 0.05363 -9.92074 6.64138
C 0.08472 -9.05306 4.94002
C 1.27831 -8.94976 4.24865
C 1.29596 -8.32186 3.01519
C 0.13000 -7.76969 2.47443
C -1.07065 -7.91625 3.18911
C -1.09582 -8.55144 4.41499
N 0.24678 -7.08821 1.26449
N -0.72586 -6.29344 1.03849
C -0.64243 -5.48957 -0.03815
C 0.35291 -5.56531 -1.04043
C 0.52368 -4.58930 -1.97594
C -0.24039 -3.36972 -1.97147
O 0.00581 -2.41412 -2.72747
C -1.34025 -3.31707 -0.98704
N -2.10095 -2.20871 -1.00088
C -3.09994 -2.11642 -0.15343
C -3.41158 -3.11481 0.77879
C -2.63670 -4.24622 0.81408
C -1.55640 -4.37768 -0.07912
H 2.18622 -9.34679 4.68216
H 2.22417 -8.22276 2.46758
H -1.97431 -7.51007 2.75952
H -2.02206 -8.65362 4.96409
H 0.99312 -6.43918 -1.02102
H 1.29169 -4.68319 -2.73455
H -3.69045 -1.20490 -0.20640
H -4.24816 -2.98465 1.45305
H -2.82908 -5.04008 1.52172
Cl 2.54899 3.22393 -5.88549
C 2.77202 0.81004 -5.72408
Cl 1.55474 0.27138 -6.83068
Cl 4.40209 0.56521 -6.24829
C 2.52573 0.54188 -4.37555
N 2.31624 0.39591 -3.24511
N -5.91898 0.70043 -5.68277
C -7.14994 1.10191 -6.13950
C -7.81437 0.93072 -7.34717
C -9.08078 1.47456 -7.44590
C -9.66622 2.16606 -6.37759
C -9.00355 2.34105 -5.17908
C -7.72570 1.79877 -5.05699
N -6.85166 1.81367 -3.99493
C -5.79349 1.15823 -4.39414
C -4.59531 0.96168 -3.58190
C -3.56715 0.09402 -3.93795
C -2.44978 0.00131 -3.12401
N -2.28929 0.73535 -2.02834
C -3.27336 1.56438 -1.68731
C -4.44545 1.69974 -2.40741
H -5.22592 0.19357 -6.20319
H -7.36498 0.39194 -8.17150
H -9.63367 1.36522 -8.36959
H -10.66277 2.56982 -6.50109
H -9.45019 2.87668 -4.35273
H -3.62876 -0.52344 -4.82477
H -1.64734 -0.69045 -3.35937
H -3.09938 2.16231 -0.79952
H -5.24191 2.36008 -2.09683
```

The total charge is -1. For the LUMO energy (spin up / spin down), the calculation gives 1.529 / 1.049 eV. The calculation puts the gap between HOMO and LUMO (spin up / spin down) at 6.3 / 5.4 eV. For the calculated total energy, the calculation gives -8270.94010 a.u. As for the HOMO energy (spin up / spin down): -4.7 / -4.3 eV.

Atom charges from the Mulliken analysis, given in e for atoms 1 to 2: 0.979, -1.405

=====

Below is a 9-piece molecular cluster, C65H73Cl2N10O19 overall in a non-equilibrium geometry, with properties calculated with ωB97M-V with the def2-TZVPD basis set.

```
169
C65H73Cl2N10O19 ωB97M-V with the def2-TZVPD basis set
C 6.78420 1.56828 -2.47858
C 5.70176 0.84700 -3.51638
C 4.77129 -0.28128 -2.75582
C 5.72048 -1.65444 -2.64844
N 5.09834 -2.71503 -1.72580
C 3.62367 -2.93975 -1.94884
N 2.84691 -2.10561 -0.90504
C 3.11294 -4.49126 -1.66358
Cl 4.09500 -5.81388 -2.49036
C 3.05158 -4.87774 -0.05472
C 1.49088 -4.87623 0.53901
C 3.06835 -2.34398 -3.40979
O 1.56968 -2.39681 -3.39020
Cl 3.60058 -3.33496 -4.87781
C 3.46875 -0.77902 -3.68163
C 2.21524 0.27889 -3.66125
C 1.57872 0.59169 -2.18771
C 0.31436 1.65501 -2.45113
C -0.97341 1.34099 -1.44373
C -2.27810 0.71141 -2.23877
O -2.14397 -0.73000 -2.55716
C -2.99233 -1.54106 -1.65961
C -4.19381 -2.55889 -2.11878
O -2.71408 -1.44677 -0.33554
H 7.83835 1.61896 -3.00159
H 6.44670 2.69635 -2.31552
H 6.82370 1.02964 -1.43067
H 5.04548 1.70796 -3.97261
H 6.32200 0.31581 -4.38405
H 4.42439 0.08648 -1.67681
H 5.90338 -2.13838 -3.72393
H 6.80627 -1.41274 -2.23744
H 5.70320 -3.57584 -1.87244
H 5.34925 -2.38676 -0.74459
H 3.33311 -2.10901 0.01552
H 1.87118 -2.45918 -0.79989
H 1.98878 -4.59678 -2.05108
H 3.42916 -5.98091 0.06738
H 3.73001 -4.17801 0.60022
H 1.31674 -5.71542 1.34775
H 1.20823 -3.85638 1.05696
H 0.69965 -5.04328 -0.31897
H 1.31825 -2.39912 -4.36007
H 3.89324 -0.73898 -4.79795
H 1.40187 -0.03173 -4.47790
H 2.65295 1.31451 -4.06299
H 1.04283 -0.39593 -1.78435
H 2.34145 0.98288 -1.39123
H 0.65002 2.77559 -2.44589
H -0.07916 1.39108 -3.53997
H -0.67396 0.70825 -0.49619
H -1.32997 2.40550 -1.04262
H -3.26343 0.80052 -1.57426
H -2.51301 1.30074 -3.22905
H -4.23447 -3.42173 -1.30392
H -4.02659 -3.08798 -3.15377
H -5.24239 -2.00834 -2.07622
C 4.59776 6.77257 -7.11942
C 3.31534 6.22814 -7.03493
C 2.98877 5.36596 -5.98641
C 3.95728 5.05797 -5.02106
C 5.24777 5.59703 -5.10772
C 5.56343 6.45584 -6.16246
N 3.61259 4.17245 -3.90235
O 2.46624 3.70063 -3.87128
O 4.48572 3.95073 -3.05116
H 4.84602 7.44881 -7.93568
H 2.56861 6.47857 -7.78541
H 1.98495 4.95001 -5.93465
H 6.01056 5.36256 -4.36818
H 6.56155 6.88184 -6.23683
C -7.04509 -4.34979 1.29319
C -7.67792 -3.37677 0.51802
C -8.69778 -3.73894 -0.36410
C -9.08077 -5.08396 -0.45901
C -8.44191 -6.06391 0.31236
C -7.42139 -5.68999 1.18894
N -10.16948 -5.46747 -1.36572
O -10.69688 -4.57423 -2.04518
O -10.50162 -6.66110 -1.39685
H -6.25425 -4.06178 1.98371
H -7.37804 -2.33453 0.60377
H -9.18113 -2.96875 -0.96120
H -8.72575 -7.11208 0.24504
H -6.92139 -6.44287 1.79427
C -9.67704 -1.93746 6.79621
C -9.61458 -3.13999 7.50201
C -8.75660 -4.15658 7.07798
C -7.95863 -3.95555 5.94326
C -8.02499 -2.75224 5.22835
C -8.88892 -1.74397 5.66041
N -7.03602 -5.01063 5.50726
O -7.02023 -6.06794 6.15500
O -6.32306 -4.78238 4.51952
H -10.34342 -1.14557 7.13396
H -10.23303 -3.28385 8.38540
H -8.71948 -5.08787 7.63894
H -7.41496 -2.58475 4.34316
H -8.94542 -0.80510 5.11399
C -11.35673 2.68612 1.57811
C -12.63915 2.14169 1.66260
C -12.96572 1.27950 2.71112
C -11.99722 0.97152 3.67647
C -10.70673 1.51058 3.58981
C -10.39107 2.36939 2.53507
N -12.34191 0.08600 4.79518
O -13.48826 -0.38582 4.82625
O -11.46877 -0.13572 5.64637
H -11.10848 3.36236 0.76185
H -13.38589 2.39212 0.91212
H -13.96955 0.86356 2.76288
H -9.94394 1.27611 4.32935
H -9.39295 2.79538 2.46070
C 7.75643 6.93050 0.82636
C 6.98449 7.72715 -0.02075
C 7.18421 7.67835 -1.40174
C 8.16106 6.82085 -1.92636
C 8.94271 6.02570 -1.07770
C 8.73574 6.08522 0.30190
N 8.35838 6.74616 -3.37893
O 7.66025 7.47930 -4.09505
O 9.20832 5.95173 -3.80615
H 7.59319 6.96782 1.90207
H 6.22419 8.38451 0.39563
H 6.57437 8.30540 -2.04847
H 9.70766 5.35945 -1.47103
H 9.33532 5.46962 0.96883
C -2.41334 -7.83880 5.68301
C -2.07301 -6.56117 5.23583
C -0.79620 -6.31465 4.72753
C 0.13475 -7.36081 4.66716
C -0.20174 -8.64256 5.12253
C -1.48083 -8.87628 5.63143
N 1.47025 -7.11414 4.11031
O 1.73599 -5.96235 3.73552
O 2.25377 -8.07206 4.04296
H -3.41197 -8.02752 6.07330
H -2.80477 -5.75738 5.28065
H -0.54652 -5.31350 4.38298
H 0.51258 -9.46242 5.08607
H -1.75267 -9.86856 5.98459
C 1.19962 -4.21476 7.08545
C -0.14987 -3.89860 7.24995
C -0.64681 -3.58979 8.51765
C 0.22150 -3.59617 9.61800
C 1.57509 -3.92071 9.45692
C 2.05989 -4.23058 8.18468
N -0.28942 -3.24758 10.94914
O -1.49679 -2.98484 11.05374
O 0.51606 -3.23187 11.89094
H 1.58366 -4.44936 6.09415
H -0.81440 -3.88984 6.38863
H -1.70095 -3.34545 8.62921
H 2.25901 -3.93431 10.30298
H 3.10972 -4.48086 8.04882
C 9.72775 11.30886 -6.70632
C 9.09491 12.28188 -7.48149
C 8.07506 11.91971 -8.36360
C 7.69206 10.57469 -8.45852
C 8.33092 9.59474 -7.68714
C 9.35145 9.96866 -6.81057
N 6.60336 10.19118 -9.36522
O 6.07595 11.08442 -10.04469
O 6.27121 8.99755 -9.39636
H 10.51859 11.59687 -6.01580
H 9.39480 13.32412 -7.39574
H 7.59171 12.68990 -8.96071
H 8.04709 8.54657 -7.75447
H 9.85144 9.21578 -6.20524
```

The total charge is +1. For the LUMO energy, the calculation gives -2.707 eV. The calculation puts the gap between HOMO and LUMO at 8.4 eV. For the calculated total energy, the calculation gives -5416.89098 a.u. As for the HOMO energy: -11.1 eV.

Atom charges from the Mulliken analysis, given in e for atoms 1 to 2: -0.917, -0.168

=====

Below is C65H81F3N3O3P2S5SbSiSr as an isolated structure in a non-equilibrium geometry, with properties calculated with ωB97M-V with the def2-TZVPD basis set.

```
165
C65H81F3N3O3P2S5SbSiSr ωB97M-V with the def2-TZVPD basis set
Sr -0.74192 0.34833 -0.56164
F 4.49411 -5.47092 -5.62873
C 3.82320 -4.94792 -4.56128
C 3.54639 -5.77522 -3.48867
C 2.86708 -5.25312 -2.40079
C 2.45492 -3.92601 -2.39131
C 2.73870 -3.12791 -3.48974
C 3.42903 -3.62385 -4.58367
Sb 1.47441 -3.00222 -0.65356
C 3.11418 -3.82170 0.53469
C 4.26926 -3.05859 0.60955
C 5.38861 -3.49953 1.29586
C 5.32365 -4.72259 1.93416
F 6.41181 -5.16849 2.62903
C 4.18260 -5.49972 1.89952
C 3.08512 -5.04372 1.18543
C 0.23866 -4.78496 -0.35623
C -0.24110 -5.50135 -1.44180
C -1.03589 -6.62231 -1.26751
C -1.35037 -7.01525 0.01822
F -2.10832 -8.13613 0.19829
C -0.92072 -6.30534 1.12186
C -0.13595 -5.18041 0.92101
H 3.87205 -6.80672 -3.51821
H 2.65140 -5.88956 -1.54989
H 2.43383 -2.09018 -3.48099
H 3.66558 -2.99406 -5.42881
H 4.27161 -2.10006 0.11467
H 6.29942 -2.91904 1.33781
H 4.15442 -6.44678 2.41718
H 2.19818 -5.65955 1.13735
H 0.01145 -5.17749 -2.44323
H -1.41420 -7.18660 -2.10656
H -1.19659 -6.62505 2.11551
H 0.18548 -4.59578 1.77164
C -1.34151 -1.43882 4.68053
C -1.64052 -2.23978 3.42107
N -0.44357 -2.38359 2.59975
C 0.68468 -1.63032 2.82560
N 1.41821 -1.34001 1.80746
C 2.59237 -0.52827 2.04791
C 2.33693 0.42251 3.21305
C 2.05186 -0.43095 4.44232
N 1.01947 -1.39802 4.13194
C 0.06862 -1.80063 5.13957
H -2.07225 -1.65123 5.46196
H -1.38499 -0.37926 4.42038
H -2.42741 -1.73900 2.84481
H -1.97747 -3.25166 3.68696
H -0.64952 -2.37631 1.60664
H 2.79960 0.02580 1.12861
H 3.46045 -1.16967 2.26551
H 1.44700 1.01019 2.97551
H 3.18385 1.08853 3.38506
H 1.71406 0.19680 5.27496
H 2.96980 -0.96035 4.74814
H 0.31732 -1.31538 6.08534
H 0.13883 -2.88801 5.28948
S 4.31400 2.16529 -3.72604
P 4.59484 0.71705 -2.43250
S 3.05330 -0.19676 -1.58739
C 5.73544 -0.54907 -3.14929
C 5.81799 -1.82711 -2.61901
C 6.74937 -2.72521 -3.10606
C 7.59207 -2.35516 -4.14085
C 7.47838 -1.09581 -4.70603
C 6.55387 -0.19567 -4.21089
C 5.67705 1.32518 -1.05914
C 5.77523 0.60431 0.12220
C 6.47752 1.11378 1.19681
C 7.09282 2.35123 1.09487
C 7.01923 3.06107 -0.09092
C 6.31194 2.55298 -1.16480
H 5.12599 -2.12325 -1.84576
H 6.81266 -3.71720 -2.67804
H 8.33196 -3.04961 -4.51740
H 8.11280 -0.81441 -5.53682
H 6.44046 0.78387 -4.65435
H 5.26873 -0.34501 0.19866
H 6.52812 0.55378 2.12155
H 7.62321 2.76760 1.94249
H 7.50033 4.02765 -0.17240
H 6.22690 3.10988 -2.08887
C -4.15157 -3.20336 -1.47933
C -3.59074 -1.86586 -0.97177
C -4.22899 -0.71501 -1.74948
C -2.06889 -1.87136 -1.06319
H -5.23130 -3.26924 -1.35088
H -3.69002 -4.03775 -0.95317
H -3.93104 -3.31439 -2.53817
H -3.87376 -1.74761 0.08105
H -3.92635 -0.73225 -2.79740
H -3.91636 0.23768 -1.31582
H -5.31818 -0.77628 -1.70237
H -1.79205 -2.15774 -2.08597
H -1.69646 -2.67685 -0.41404
S -2.99666 3.12078 -3.69179
P -1.03571 3.25082 -3.76115
S 0.11589 1.98991 -2.75609
C -0.44891 3.18865 -5.50769
C 0.87134 2.86151 -5.78673
C 1.30262 2.78083 -7.09762
C 0.41508 3.01482 -8.13530
C -0.90400 3.33585 -7.85885
C -1.33611 3.42469 -6.54800
C -0.49948 4.95623 -3.30276
C 0.85197 5.20612 -3.09650
C 1.27003 6.46511 -2.71114
C 0.34320 7.47731 -2.52243
C -1.00312 7.23176 -2.73743
C -1.42503 5.97350 -3.12746
H 1.55631 2.64019 -4.98158
H 2.33210 2.52325 -7.30362
H 0.74628 2.93627 -9.16300
H -1.60091 3.50798 -8.67005
H -2.36940 3.65406 -6.32343
H 1.56716 4.40644 -3.22306
H 2.32315 6.65746 -2.55610
H 0.66739 8.46060 -2.20570
H -1.72424 8.02767 -2.60128
H -2.47529 5.77080 -3.29584
C -2.95712 3.77597 0.13796
C -4.33921 3.68324 0.78049
C -5.25324 2.80670 -0.08341
C -4.93219 5.09847 0.88761
O -4.25138 3.17407 2.09314
Si -3.67911 1.76752 2.73794
S -1.70025 1.23799 2.41997
O -4.61703 0.49500 2.31275
C -5.81323 -0.01511 2.83772
C -5.51819 -0.72298 4.16411
C -6.35887 -1.01717 1.81086
C -6.83445 1.09663 3.09459
O -3.93863 2.01711 4.34597
C -3.43211 3.03262 5.17973
C -2.34304 3.85970 4.50189
C -4.60725 3.94544 5.55961
C -2.86271 2.35575 6.43508
H -3.04131 4.20662 -0.85717
H -2.52414 2.77756 0.05853
H -2.29669 4.38644 0.75036
H -5.07516 3.00743 -1.13714
H -6.29797 3.00811 0.14808
H -5.04667 1.75894 0.12211
H -5.02030 5.52287 -0.10884
H -4.28603 5.73732 1.48609
H -5.91740 5.07101 1.34884
H -4.71683 -1.44297 4.02687
H -6.40215 -1.23169 4.54290
H -5.18223 0.01930 4.88095
H -5.59782 -1.75862 1.58390
H -6.61537 -0.50381 0.88798
H -7.24290 -1.51831 2.20065
H -6.42118 1.78829 3.82391
H -7.76601 0.67636 3.47503
H -7.03528 1.64482 2.17808
H -2.75445 4.31303 3.60716
H -1.53759 3.20064 4.19499
H -1.96590 4.63358 5.16803
H -5.00048 4.41506 4.65968
H -4.28742 4.71467 6.26072
H -5.40021 3.35969 6.02175
H -2.02810 1.72199 6.14925
H -3.62454 1.73338 6.90139
H -2.52600 3.10251 7.15326
```

The total charge is -2. For the LUMO energy, the calculation gives 3.639 eV. The calculation puts the gap between HOMO and LUMO at 6.3 eV. For the calculated total energy, the calculation gives -6449.62106 a.u. As for the HOMO energy: -2.6 eV.

Atom charges from the Mulliken analysis, given in e for atoms 1 to 2: 2.291, -0.403